[1]
58
Properties=species:S:1:pos:R:3:mulliken_spin:R:1 method="wB97M-V/def2-TZVPD" charge=-1 spin_multiplicity=4 e_homo_ev="-3.9072 / -3.8286" de_lowest_ev=0.025 e_lumo_ev="2.1 / 1.8"
Re -0.23 -0.16 0.19 2.65
Se -2.62 0.26 0.60 0.05
Se -3.43 1.74 -1.00 0.06
Te -1.92 1.14 -3.01 0.02
Se -0.95 -0.98 -2.18 0.06
O 3.74 -2.10 -0.54 0.00
S 2.32 -2.36 -0.42 0.00
O 1.66 -2.94 -1.54 0.00
O 1.70 -1.08 0.07 -0.05
C 2.16 -3.56 0.91 0.00
C 3.24 -4.43 0.98 0.00
C 3.24 -5.51 1.85 0.00
C 2.13 -5.74 2.65 0.00
C 1.06 -4.87 2.59 0.00
C 1.06 -3.77 1.74 0.00
S -0.34 -2.66 2.00 -0.02
O -1.37 -3.47 2.57 0.01
O 0.18 -1.56 2.77 0.00
O -0.73 -2.14 0.63 -0.01
H 4.09 -4.25 0.34 0.00
H 4.09 -6.18 1.88 0.00
H 2.10 -6.59 3.32 0.00
H 0.19 -5.02 3.22 0.00
N 3.27 1.07 0.14 0.00
C 3.13 1.26 -1.33 0.00
C 1.66 1.39 -1.77 0.02
O 1.47 1.53 -2.95 0.01
O 0.78 1.38 -0.80 0.03
H 4.09 1.52 0.53 0.00
H 3.29 0.07 0.35 0.00
H 2.43 1.43 0.63 0.00
H 3.58 0.41 -1.84 0.00
H 3.64 2.17 -1.62 0.00
C 4.91 -0.40 4.21 0.01
C 4.13 -1.10 3.31 -0.01
C 2.96 -0.56 2.81 -0.01
C 2.52 0.72 3.19 0.01
C 3.33 1.41 4.11 0.01
C 4.50 0.86 4.62 -0.01
C 1.33 1.45 2.70 0.07
C 0.33 1.27 1.80 0.13
C -0.59 2.46 1.83 0.01
C -1.32 2.69 3.01 0.01
C -2.17 3.78 3.12 0.01
C -2.32 4.67 2.07 0.00
C -1.61 4.44 0.89 0.00
C -0.77 3.34 0.77 -0.05
H 5.83 -0.83 4.60 0.00
H 4.43 -2.09 2.98 0.00
H 2.35 -1.14 2.14 0.02
H 3.01 2.39 4.44 0.00
H 5.08 1.43 5.33 0.00
H 1.28 2.40 3.23 0.00
H -1.22 1.99 3.82 0.00
H -2.73 3.92 4.04 0.00
H -2.99 5.51 2.15 0.00
H -1.74 5.11 0.05 0.00
H -0.26 3.17 -0.17 -0.01

=====

[2]
58
Properties=species:S:1:pos:R:3:mulliken_spin:R:1 method="wB97M-V/def2-TZVPD" charge=+1 spin_multiplicity=4 e_homo_ev="-12.0194 / -12.1927" de_lowest_ev=0.048 e_lumo_ev="-3.4 / -7.3"
Au 0.90 -2.25 -2.16 0.64
N 2.70 -3.16 -1.54 0.12
C 2.57 -4.62 -1.70 0.00
C 1.09 -5.04 -1.59 -0.10
O 0.73 -6.14 -1.12 0.34
N 0.21 -4.10 -2.03 0.81
C -1.21 -4.34 -2.19 -0.01
C -1.86 -3.00 -2.62 -0.01
O -3.04 -2.91 -2.91 0.04
O -1.08 -1.91 -2.57 0.14
H 3.43 -2.70 -2.12 0.00
H 2.96 -2.86 -0.56 0.00
H 3.16 -5.24 -0.99 0.00
H 2.88 -4.94 -2.69 0.00
H -1.69 -4.61 -1.22 0.06
H -1.37 -5.22 -2.78 0.04
S 0.69 -1.26 0.73 0.87
Sb -0.67 0.51 0.97 -0.03
C -0.90 1.44 -0.91 0.11
C -0.20 2.55 -1.29 -0.02
C -0.77 3.47 -2.20 0.00
C -1.94 3.10 -2.88 0.01
C -2.58 1.85 -2.59 0.00
C -2.01 1.02 -1.62 -0.02
C 0.41 1.97 1.92 0.00
C -0.06 3.28 1.84 0.00
C 0.75 4.35 2.19 0.00
C 2.08 4.11 2.56 0.00
C 2.53 2.80 2.75 0.01
C 1.76 1.73 2.36 0.01
C -2.25 0.17 2.39 -0.01
C -1.95 -0.63 3.46 0.01
C -2.85 -0.96 4.45 0.00
C -4.13 -0.35 4.37 0.00
C -4.39 0.60 3.37 0.00
C -3.48 0.79 2.31 0.00
H 0.85 2.71 -0.94 0.00
H -0.36 4.47 -2.34 0.00
H -2.45 3.80 -3.53 0.00
H -3.46 1.57 -3.12 0.00
H -2.35 -0.02 -1.54 0.01
H -1.03 3.50 1.47 0.00
H 0.30 5.33 2.08 0.00
H 2.77 4.97 2.70 0.00
H 3.56 2.66 3.19 0.00
H 2.19 0.74 2.27 -0.01
H -0.93 -1.06 3.50 0.00
H -2.58 -1.48 5.38 0.00
H -4.89 -0.62 5.08 0.00
H -5.23 1.22 3.43 0.00
H -3.67 1.44 1.51 0.00
F 2.09 -0.36 -2.18 0.01
Sb 3.88 0.53 -1.80 0.01
F 4.43 -1.14 -0.96 0.00
F 4.34 -0.30 -3.53 0.00
F 5.63 1.30 -1.52 0.00
F 3.18 2.19 -2.49 0.00
F 3.28 1.04 -0.06 0.00

=====

[3]
55
Properties=species:S:1:pos:R:3:lowdin_charge:R:1 method="wB97M-V/def2-TZVPD" charge=+2 e_homo_ev="-12.9617 / -12.9615" de_lowest_ev=0.000 e_lumo_ev="-7.0 / -7.0"
Rh 0.00 -0.21 -1.34 1.26
C -2.78 -1.24 3.37 0.00
N -1.63 -1.23 2.47 -0.11
C -0.40 -1.74 2.74 -0.01
C 0.36 -1.54 1.63 -0.10
N -0.38 -0.90 0.68 -0.04
C -1.60 -0.74 1.21 -0.44
P -3.05 0.00 0.37 1.21
C -2.88 -1.05 -1.09 -0.44
N -1.72 -1.19 -1.72 -0.08
C -1.91 -2.01 -2.80 -0.05
C -3.22 -2.39 -2.80 0.00
N -3.82 -1.77 -1.72 -0.10
C -5.24 -1.87 -1.39 0.01
C -2.17 1.44 -0.31 -0.41
N -0.98 1.41 -0.91 -0.07
C -0.63 2.67 -1.28 -0.04
C -1.63 3.50 -0.88 0.00
N -2.59 2.72 -0.28 -0.10
C -3.85 3.23 0.25 0.01
H -2.48 -1.71 4.30 0.10
H -3.60 -1.81 2.94 0.10
H -3.10 -0.22 3.58 0.10
H -0.18 -2.22 3.68 0.14
H 1.37 -1.84 1.48 0.10
H -1.13 -2.25 -3.49 0.13
H -3.77 -3.02 -3.47 0.14
H -5.61 -2.83 -1.72 0.11
H -5.79 -1.07 -1.88 0.11
H -5.37 -1.80 -0.31 0.08
H 0.29 2.89 -1.80 0.13
H -1.74 4.57 -0.98 0.15
H -3.70 4.25 0.60 0.11
H -4.17 2.61 1.09 0.08
H -4.62 3.22 -0.52 0.11
C 2.88 0.20 0.88 -0.02
C 3.02 0.70 -0.52 -0.28
C 4.24 1.32 -0.88 0.01
C 4.43 1.80 -2.14 0.02
C 3.41 1.66 -3.10 -0.18
C 3.52 2.10 -4.44 -0.61
Br 5.09 2.94 -5.04 0.86
C 2.48 1.92 -5.32 -0.14
C 1.30 1.30 -4.90 -0.60
Br -0.10 1.05 -6.12 0.86
C 1.16 0.85 -3.60 -0.39
O 0.04 0.24 -3.20 -0.25
C 2.21 1.04 -2.68 -0.15
N 2.02 0.57 -1.38 0.05
H 3.75 0.47 1.47 0.10
H 2.85 -0.89 0.85 0.07
H 1.99 0.58 1.37 0.08
H 5.01 1.40 -0.13 0.13
H 5.36 2.27 -2.41 0.10
H 2.57 2.26 -6.34 0.11

=====

[4]
55
Properties=species:S:1:pos:R:3:lowdin_charge:R:1 method="wB97M-V/def2-TZVPD" e_homo_ev=-9.1885 smiles="O=C(CN(C(=O)Cn1nnc(-c2ccc(F)cc2)n1)c1ccc(F)c(Cl)c1)NC[C@H]1CCCO1" e_lumo_ev=0.1
O 4.12 0.94 0.20 0.07
C 2.91 0.93 0.19 -0.48
C 2.14 1.72 1.26 -0.02
N 0.70 1.77 1.09 -0.01
C 0.22 2.58 0.12 -0.43
O 0.92 3.37 -0.48 0.10
C -1.26 2.39 -0.28 0.00
N -1.60 1.00 -0.29 -0.19
N -0.86 0.09 -0.87 0.07
N -1.37 -1.05 -0.60 0.12
C -2.45 -0.82 0.17 -0.30
C -3.27 -1.86 0.76 -0.19
C -2.96 -3.20 0.52 -0.04
C -3.70 -4.20 1.12 0.00
C -4.74 -3.84 1.97 -0.27
F -5.46 -4.81 2.56 0.07
C -5.06 -2.52 2.22 0.00
C -4.32 -1.52 1.61 -0.03
N -2.61 0.49 0.37 0.20
C -0.10 0.96 1.94 -0.24
C -1.11 1.54 2.71 -0.01
C -1.91 0.75 3.51 0.01
C -1.70 -0.62 3.55 -0.31
F -2.50 -1.38 4.31 0.07
C -0.67 -1.20 2.82 -0.59
Cl -0.43 -2.91 2.87 0.77
C 0.14 -0.41 2.02 -0.04
N 2.17 0.23 -0.68 0.08
C 2.76 -0.42 -1.83 -0.10
C 2.37 0.28 -3.15 -0.32
C 2.84 1.74 -3.19 -0.12
C 4.29 1.59 -3.63 -0.14
C 4.26 0.31 -4.48 -0.19
O 3.01 -0.34 -4.24 -0.10
H 2.53 2.74 1.23 0.14
H 2.37 1.29 2.24 0.14
H -1.94 2.90 0.40 0.13
H -1.37 2.81 -1.28 0.14
H -2.14 -3.44 -0.14 0.11
H -3.48 -5.24 0.96 0.12
H -5.88 -2.28 2.88 0.12
H -4.54 -0.48 1.78 0.12
H -1.26 2.61 2.68 0.12
H -2.70 1.18 4.10 0.13
H 0.93 -0.86 1.45 0.12
H 1.16 0.28 -0.70 0.08
H 2.43 -1.46 -1.88 0.13
H 3.84 -0.39 -1.70 0.13
H 1.29 0.18 -3.30 0.14
H 2.26 2.28 -3.94 0.12
H 2.73 2.25 -2.23 0.10
H 4.94 1.47 -2.76 0.11
H 4.64 2.45 -4.20 0.11
H 4.32 0.52 -5.55 0.12
H 5.08 -0.37 -4.21 0.12

=====

[5]
52
Properties=species:S:1:pos:R:3:lowdin_charge:R:1 method="wB97M-V/def2-TZVPD" e_homo_ev=-8.5079 smiles="O=C(c1cc(COc2ccc(F)cc2Cl)on1)N1CCC(OCc2cccnc2)CC1" de_lowest_ev=0.105 e_lumo_ev=0.6
O 1.32 -1.30 -2.27 0.07
C 0.54 -1.76 -1.45 -0.39
C 0.78 -1.44 -0.01 -0.17
C 1.84 -0.57 0.38 0.07
C 1.70 -0.49 1.73 -0.23
C 2.46 0.26 2.79 -0.10
O 3.66 0.81 2.32 -0.06
C 3.62 1.92 1.53 -0.29
C 2.47 2.55 1.07 -0.01
C 2.56 3.69 0.28 0.01
C 3.80 4.19 -0.04 -0.28
F 3.89 5.30 -0.81 0.06
C 4.97 3.59 0.39 -0.03
C 4.87 2.46 1.18 -0.58
Cl 6.29 1.67 1.74 0.73
O 0.66 -1.25 2.12 0.03
N 0.10 -1.83 1.04 0.11
N -0.48 -2.56 -1.80 -0.04
C -1.51 -3.09 -0.94 -0.13
C -2.90 -2.86 -1.56 -0.10
C -2.88 -1.55 -2.37 -0.33
O -2.39 -0.47 -1.60 -0.11
C -3.29 0.05 -0.64 -0.15
C -2.54 0.52 0.58 -0.16
C -3.11 0.44 1.85 -0.02
C -2.40 0.91 2.94 -0.05
C -1.13 1.42 2.72 -0.14
N -0.57 1.49 1.53 0.07
C -1.26 1.05 0.49 -0.08
C -1.93 -1.72 -3.56 -0.08
C -0.79 -2.68 -3.21 -0.13
H 2.55 -0.11 -0.26 0.13
H 1.81 1.02 3.23 0.13
H 2.75 -0.44 3.58 0.15
H 1.49 2.16 1.30 0.07
H 1.67 4.17 -0.07 0.12
H 5.93 3.99 0.12 0.12
H -1.44 -2.60 0.03 0.09
H -1.34 -4.17 -0.80 0.13
H -3.18 -3.67 -2.23 0.12
H -3.65 -2.83 -0.76 0.11
H -3.90 -1.32 -2.72 0.15
H -3.83 0.91 -1.08 0.14
H -4.03 -0.69 -0.34 0.12
H -4.10 0.03 1.97 0.12
H -2.81 0.87 3.93 0.10
H -0.54 1.81 3.54 0.11
H -0.76 1.11 -0.47 0.13
H -2.48 -2.08 -4.43 0.12
H -1.52 -0.73 -3.79 0.12
H 0.11 -2.44 -3.78 0.12
H -1.07 -3.72 -3.41 0.13

=====

[6]
62
Properties=species:S:1:pos:R:3:mulliken_spin:R:1 method="wB97M-V/def2-TZVPD" spin_multiplicity=3 e_homo_ev="-6.4130 / -6.8693" de_lowest_ev=0.000 e_lumo_ev="-0.5 / -0.7"
V 0.77 -0.39 0.12 2.11
C 2.88 1.68 -3.21 0.00
C 1.97 2.68 -3.49 0.00
C 0.94 2.91 -2.60 0.00
C 0.86 2.14 -1.46 0.00
N 1.73 1.14 -1.19 0.06
C 2.71 0.93 -2.06 0.02
C -0.13 2.38 -0.38 0.05
C -0.96 3.48 -0.27 -0.01
C -1.70 3.64 0.90 0.02
C -1.51 2.77 1.96 -0.01
C -0.65 1.70 1.78 -0.03
N -0.07 1.48 0.60 -0.12
C -0.17 0.78 2.84 0.04
C -0.61 0.83 4.15 0.00
C -0.03 -0.01 5.08 0.01
C 0.99 -0.86 4.67 0.00
C 1.36 -0.86 3.34 0.02
N 0.81 -0.05 2.44 0.01
H 3.70 1.46 -3.88 0.00
H 2.05 3.26 -4.40 0.00
H 0.20 3.68 -2.80 0.00
H 3.39 0.12 -1.82 -0.02
H -1.03 4.21 -1.07 0.00
H -2.38 4.48 1.00 0.00
H -2.03 2.92 2.89 0.00
H -1.43 1.48 4.43 0.00
H -0.37 -0.01 6.11 0.00
H 1.47 -1.53 5.37 0.00
H 2.14 -1.52 2.98 0.00
N -0.47 -2.13 0.91 0.00
N 0.20 -3.33 0.67 0.00
C 1.50 -3.34 0.35 0.02
N 2.07 -4.51 0.09 0.00
N 2.09 -2.13 0.31 -0.03
N 3.45 -2.03 0.16 -0.01
O 3.88 -0.90 0.21 0.01
O 4.16 -3.02 -0.02 0.00
H -0.92 -2.15 1.82 0.00
H -1.15 -1.97 0.17 0.01
H -0.34 -4.17 0.57 0.00
H 1.55 -5.37 0.19 0.00
H 3.06 -4.52 -0.11 0.00
F -2.52 -0.42 1.51 0.01
P -3.43 -1.26 2.58 0.00
F -4.26 -2.10 3.65 0.00
F -4.76 -0.75 1.86 0.00
F -3.34 -2.55 1.59 0.00
F -3.42 0.03 3.56 0.00
F -2.02 -1.77 3.29 0.00
N -0.17 -0.80 -1.34 -0.19
C -0.50 -0.27 -2.55 0.02
C -1.63 0.57 -2.69 0.00
C -1.95 1.15 -3.90 -0.01
C -1.18 0.90 -5.04 0.01
C -0.10 0.03 -4.93 -0.01
C 0.24 -0.55 -3.72 -0.01
H -2.24 0.75 -1.81 0.00
H -2.82 1.79 -3.97 0.00
H -1.44 1.34 -5.99 0.00
H 0.50 -0.19 -5.81 0.00
H 1.08 -1.22 -3.65 0.00

=====

[7]
55
Properties=species:S:1:pos:R:3:lowdin_charge:R:1 method="wB97M-V/def2-TZVPD" e_homo_ev=-7.6587 de_lowest_ev=1.428 e_lumo_ev=-0.9
Ir 0.10 0.24 -0.45 0.51
O -1.86 1.42 -0.52 -0.65
S -2.55 2.57 0.18 1.00
C -4.19 1.91 0.64 -0.30
C -4.11 0.46 1.11 -0.23
C -4.25 -0.54 -0.04 -0.23
C -3.94 -1.97 0.39 -0.30
S -2.17 -2.37 0.22 1.04
O -1.42 -1.11 0.57 -0.66
C -2.22 -2.57 -1.56 -0.41
C -1.93 -1.53 -2.43 -0.12
C -1.90 -1.78 -3.80 -0.05
C -2.16 -3.06 -4.28 -0.06
C -2.48 -4.09 -3.39 -0.06
C -2.50 -3.84 -2.03 -0.09
C -1.97 2.69 1.87 -0.46
C -2.26 3.87 2.54 -0.10
C -1.73 4.08 3.81 -0.07
C -0.91 3.11 4.39 -0.07
C -0.64 1.93 3.71 -0.05
C -1.17 1.72 2.44 -0.11
H -4.82 2.02 -0.24 0.10
H -4.54 2.59 1.41 0.09
H -4.91 0.28 1.83 0.12
H -3.17 0.29 1.62 0.09
H -3.59 -0.25 -0.86 0.08
H -5.28 -0.50 -0.43 0.12
H -4.43 -2.72 -0.22 0.09
H -4.20 -2.15 1.44 0.10
H -1.74 -0.53 -2.07 0.07
H -1.65 -0.98 -4.48 0.12
H -2.12 -3.26 -5.34 0.11
H -2.68 -5.08 -3.76 0.11
H -2.71 -4.65 -1.33 0.12
H -2.87 4.64 2.07 0.12
H -1.94 5.00 4.33 0.11
H -0.48 3.29 5.36 0.11
H 0.00 1.18 4.15 0.12
H -0.94 0.81 1.91 0.06
S 2.01 -0.05 0.87 0.66
C 2.49 -1.32 -0.16 -1.10
S 1.21 -1.66 -1.26 0.65
C 3.68 -1.98 -0.13 -0.36
C 4.73 -1.57 0.77 -0.23
N 5.57 -1.25 1.49 0.15
C 3.92 -3.09 -1.01 -0.24
N 4.10 -3.99 -1.70 0.15
C 3.49 4.31 0.11 -0.09
O 2.94 3.27 -0.71 -0.22
C 1.64 3.04 -0.67 -1.26
S 0.59 3.88 0.29 0.70
S 1.17 1.79 -1.81 0.54
H 4.55 4.32 -0.12 0.09
H 3.32 4.09 1.16 0.08
H 3.04 5.27 -0.13 0.08

=====

[8]
51
Properties=species:S:1:pos:R:3:mulliken_spin:R:1 method="wB97M-V/def2-TZVPD" charge=+2 spin_multiplicity=6 e_homo_ev="-13.7091 / -14.2602" de_lowest_ev=1.144 e_lumo_ev="-6.6 / -9.7"
Ir -7.20 13.84 4.87 2.24
N -5.09 17.58 5.68 0.15
C -5.64 16.35 5.50 -0.07
S -7.22 16.23 5.01 0.29
N -4.68 15.40 5.57 0.59
N -5.09 14.08 5.45 0.15
C -4.16 13.17 5.87 0.10
C -4.35 11.79 6.04 0.16
C -3.23 11.18 6.61 0.15
C -3.25 9.90 6.99 0.27
C -4.51 9.11 6.71 -0.04
C -5.56 9.60 6.13 0.15
C -5.54 11.03 5.71 0.08
O -6.39 11.37 4.89 0.31
H -5.57 18.49 5.58 0.00
H -4.10 17.65 5.59 -0.01
H -3.16 13.54 6.15 -0.01
H -2.33 11.72 6.89 0.01
H -2.39 9.38 7.38 0.00
H -4.46 8.08 7.07 0.00
H -6.40 8.89 6.00 0.00
C -10.07 14.38 2.45 0.00
C -8.58 14.52 2.23 0.08
C -7.70 13.41 2.44 -0.02
C -6.30 13.60 2.22 0.12
C -5.85 14.79 1.66 0.00
C -6.69 15.86 1.59 0.05
C -8.04 15.73 1.82 0.00
H -10.61 15.37 2.32 0.00
H -10.24 13.99 3.44 0.01
H -10.48 13.69 1.71 0.00
H -8.11 12.38 2.58 -0.03
H -5.62 12.70 2.34 0.00
H -4.78 14.85 1.43 0.00
H -6.30 16.82 1.30 0.00
H -8.71 16.53 1.64 0.00
N -10.56 11.70 6.16 0.01
C -9.69 12.13 5.21 0.01
N -8.60 12.64 5.76 0.23
C -8.78 12.55 7.14 -0.04
C -7.93 13.07 8.14 0.04
C -8.40 13.06 9.41 0.01
C -9.74 12.56 9.66 0.00
C -10.48 11.88 8.70 0.00
C -10.00 11.96 7.39 -0.01
H -11.46 11.28 5.95 0.00
H -9.92 11.95 4.16 0.00
H -6.95 13.59 7.90 0.00
H -7.84 13.54 10.27 0.00
H -10.21 12.60 10.62 0.00
H -11.45 11.53 8.94 0.00

=====

[9]
52
Properties=species:S:1:pos:R:3:lowdin_charge:R:1 method="wB97M-V/def2-TZVPD" charge=-2 e_homo_ev=-0.6095 e_lumo_ev=4.6
Li 0.54 0.83 2.98 0.49
N -0.35 -0.72 1.56 0.09
C 0.41 -1.68 0.92 -0.26
C -0.02 -3.01 0.92 -0.06
C 0.71 -4.02 0.31 -0.14
C 1.91 -3.71 -0.32 -0.14
C 2.36 -2.39 -0.30 -0.06
C 1.65 -1.36 0.30 -0.13
C 2.22 0.03 0.33 -0.25
C 2.86 0.49 -0.83 -0.09
C 3.55 1.70 -0.83 -0.14
C 3.61 2.42 0.36 -0.15
C 2.93 1.96 1.49 -0.20
C 2.18 0.77 1.54 -0.12
H -1.35 -0.85 1.56 0.08
H -0.11 0.24 1.30 0.01
H -0.96 -3.24 1.41 0.10
H 0.35 -5.04 0.33 0.08
H 2.51 -4.49 -0.78 0.08
H 3.31 -2.15 -0.76 0.10
H 2.81 -0.09 -1.75 0.09
H 4.03 2.06 -1.73 0.07
H 4.15 3.36 0.39 0.08
H 2.99 2.57 2.39 0.07
C 0.27 1.07 5.12 -0.32
H -0.82 1.08 5.31 -0.14
H 0.65 2.02 5.53 -0.14
H 0.67 0.28 5.79 -0.14
N -0.62 -2.59 -3.99 0.08
C -1.42 -1.76 -3.17 -0.33
C -2.18 -2.32 -2.15 -0.04
C -2.94 -1.51 -1.32 -0.07
C -2.96 -0.14 -1.53 -0.28
C -2.25 0.42 -2.58 -0.06
C -1.48 -0.39 -3.40 -0.04
S -3.83 0.90 -0.37 0.52
O -4.82 0.05 0.25 -0.35
O -4.32 2.03 -1.13 -0.39
N -2.75 1.28 0.73 -0.15
C -1.86 2.28 0.58 -0.66
S -1.97 3.60 -0.65 0.96
C -0.51 4.29 -0.03 -0.46
C -0.07 3.57 1.02 -0.28
N -0.80 2.45 1.36 0.01
H -0.30 -3.41 -3.49 0.07
H 0.16 -2.10 -4.38 0.07
H -2.14 -3.39 -1.98 0.10
H -3.51 -1.92 -0.50 0.11
H -2.29 1.49 -2.74 0.09
H -0.89 0.04 -4.20 0.10
H -0.08 5.18 -0.46 0.04
H 0.81 3.80 1.59 0.09